Here is a 10-piece molecular cluster, C69H75N2O2P overall in a non-equilibrium geometry from the OMol25 dataset. Energies are from ωB97M-V/def2-TZVPD.

Its molecular weight is 995.3 g mol⁻¹. As for the SMILES: CCCCCCCc1ccc2c(c1)C(=O)N([PH2]=N)C2=O.c1ccccc1.c1ccccc1.c1ccccc1.c1ccccc1.c1ccccc1.c1ccccc1.c1ccccc1.c1ccccc1.c1ccccc1. The calculation puts the orbital gap at 7.07 eV.

```
! wB97M-V def2-TZVPD RIJCOSX def2/J DEFGRID3
* xyz 0 1
C -1.908 3.638 0.321
C -1.751 3.102 -1.208
C -3.166 2.513 -1.758
C -3.277 0.979 -1.295
C -4.377 0.724 -0.130
C -5.040 -0.736 -0.159
C -4.359 -1.776 0.893
C -2.778 -1.514 0.834
C -1.951 -1.965 -0.422
C -0.432 -1.640 -0.439
C 0.143 -0.880 0.773
C -0.639 -0.440 2.040
C -2.146 -0.777 2.034
C 0.290 0.296 3.099
O -0.050 0.688 4.233
N 1.570 0.391 2.371
P 1.825 2.147 2.306
N 3.372 2.493 2.099
C 1.609 -0.348 1.089
O 2.627 -0.508 0.376
H -0.976 4.224 0.633
H -2.078 2.739 1.002
H -2.824 4.338 0.305
H -0.910 2.316 -1.250
H -1.384 3.997 -1.814
H -4.057 3.166 -1.478
H -3.042 2.502 -2.908
H -3.394 0.257 -2.180
H -2.260 0.715 -0.810
H -5.203 1.514 -0.286
H -3.904 0.978 0.887
H -4.971 -1.228 -1.193
H -6.140 -0.606 0.170
H -4.537 -2.867 0.561
H -4.785 -1.560 1.927
H -2.505 -2.496 -1.271
H 0.237 -1.931 -1.311
H -2.767 -0.442 2.926
H 0.998 2.740 1.265
H 1.414 2.730 3.547
H 3.842 1.566 2.019
C 1.911 3.624 -4.118
C 2.381 4.598 -4.993
C 1.523 5.165 -5.930
C 0.191 4.765 -5.986
C -0.280 3.793 -5.109
C 0.580 3.220 -4.177
H 2.581 3.180 -3.389
H 3.418 4.916 -4.945
H 1.892 5.920 -6.617
H -0.479 5.210 -6.714
H -1.319 3.482 -5.151
H 0.214 2.458 -3.497
C -4.341 5.821 2.735
C -5.088 6.871 3.260
C -4.768 7.397 4.508
C -3.695 6.879 5.227
C -2.946 5.831 4.700
C -3.271 5.300 3.456
H -4.593 5.410 1.763
H -5.921 7.280 2.697
H -5.355 8.211 4.921
H -3.442 7.292 6.198
H -2.108 5.429 5.259
H -2.690 4.479 3.047
C -2.538 -5.875 1.819
C -2.337 -7.066 2.511
C -1.714 -7.052 3.754
C -1.299 -5.846 4.312
C -1.503 -4.655 3.622
C -2.118 -4.669 2.374
H -3.021 -5.886 0.848
H -2.667 -8.005 2.079
H -1.551 -7.982 4.290
H -0.817 -5.834 5.284
H -1.181 -3.714 4.057
H -2.272 -3.741 1.834
C 0.325 4.308 -11.623
C -0.487 3.245 -12.005
C -0.854 2.279 -11.073
C -0.416 2.381 -9.756
C 0.394 3.446 -9.373
C 0.768 4.407 -10.307
H 0.613 5.059 -12.350
H -0.835 3.169 -13.030
H -1.482 1.446 -11.373
H -0.705 1.630 -9.028
H 0.734 3.526 -8.346
H 1.404 5.234 -10.009
C 0.210 2.239 8.510
C -0.452 2.871 9.559
C -1.755 3.327 9.386
C -2.401 3.142 8.167
C -1.740 2.508 7.119
C -0.434 2.060 7.289
H 1.227 1.887 8.643
H 0.049 3.008 10.511
H -2.268 3.824 10.202
H -3.419 3.494 8.034
H -2.245 2.363 6.169
H 0.082 1.571 6.470
C 1.850 -7.286 6.683
C 1.037 -8.354 6.316
C 0.670 -9.307 7.260
C 1.109 -9.188 8.575
C 1.919 -8.117 8.944
C 2.293 -7.169 7.997
H 2.138 -6.544 5.945
H 0.689 -8.443 5.291
H 0.041 -10.143 6.972
H 0.819 -9.929 9.313
H 2.260 -8.023 9.970
H 2.929 -6.338 8.283
C 4.625 -10.938 12.695
C 4.366 -11.168 14.043
C 3.085 -10.971 14.549
C 2.060 -10.553 13.706
C 2.318 -10.327 12.357
C 3.602 -10.515 11.852
H 5.625 -11.089 12.302
H 5.163 -11.500 14.699
H 2.885 -11.144 15.601
H 1.061 -10.404 14.100
H 1.519 -10.002 11.699
H 3.804 -10.334 10.802
C 7.824 5.577 -6.003
C 8.294 6.551 -6.879
C 7.436 7.118 -7.816
C 6.104 6.717 -7.872
C 5.633 5.746 -6.994
C 6.493 5.172 -6.063
H 8.494 5.132 -5.275
H 9.330 6.868 -6.830
H 7.805 7.872 -8.502
H 5.434 7.162 -8.599
H 4.594 5.434 -7.037
H 6.127 4.411 -5.382
C 0.416 0.660 -15.951
C -0.396 -0.403 -16.333
C -0.763 -1.369 -15.401
C -0.324 -1.267 -14.084
C 0.485 -0.202 -13.701
C 0.859 0.760 -14.635
H 0.705 1.412 -16.678
H -0.743 -0.479 -17.358
H -1.391 -2.201 -15.701
H -0.614 -2.017 -13.357
H 0.826 -0.121 -12.674
H 1.495 1.587 -14.338
*
```

Results of the Löwdin charge analysis, in e, for atoms 1 through 8: atom 1 (C): -0.13, atom 2 (C): -0.26, atom 3 (C): -0.19, atom 4 (C): -0.20, atom 5 (C): -0.20, atom 6 (C): -0.19, atom 7 (C): -0.16, atom 8 (C): -0.19


Here is C6H10 as an isolated structure from the OMol25 dataset. Energies are from ωB97M-V/def2-TZVPD.

The calculation puts the energy relative to the best compared isomer or geometry (same formula, charge and spin) at 99.10 kcal/mol. Its molecular weight is 82.1 g mol⁻¹. The calculation puts the orbital gap at 8.22 eV.

```
! wB97M-V def2-TZVPD RIJCOSX def2/J DEFGRID3
* xyz 0 1
C -0.692 -1.242 0.687
C -1.313 0.155 0.509
C -0.532 0.586 -0.742
C 0.879 1.106 -0.484
C 1.493 -0.213 0.015
C 0.380 -1.195 -0.423
H -0.233 -1.406 1.669
H -1.421 -2.044 0.524
H -2.390 0.110 0.324
H -1.153 0.854 1.341
H -1.105 1.086 -1.531
H 1.339 1.415 -1.428
H 0.920 1.961 0.203
H 1.620 -0.219 1.106
H 2.467 -0.440 -0.431
H -0.260 -0.516 -1.340
*
```

Results of the Löwdin charge analysis, in e, for atoms 1 through 8: atom 1 (C): -0.22, atom 2 (C): -0.17, atom 3 (C): -0.20, atom 4 (C): -0.18, atom 5 (C): -0.21, atom 6 (C): -0.07, atom 7 (H): 0.10, atom 8 (H): 0.09


Number 1: calculated total energy -89126.7186 eV. Number 2: calculated total energy -6379.5621 eV.